1.
Molecular formula: C22H33BrN4O3PRuS2Te
Method: DFT, wB97M-V/def2-TZVPD

Geometry as ORCA input:
```
! RIJCOSX wB97M-V def2-TZVPD def2/J DEFGRID3
* xyz 0 2
Ru -0.1291 -0.7345 0.0026
S -1.8381 -2.0760 -0.4471
C -2.3522 -3.2620 0.7628
C -3.4633 -4.0310 0.4091
C -3.9574 -4.9879 1.2790
C -3.3478 -5.1950 2.5093
C -2.2404 -4.4377 2.8603
C -1.7392 -3.4744 1.9957
H -3.9330 -3.8704 -0.5537
H -4.8197 -5.5771 0.9935
H -3.7337 -5.9444 3.1881
H -1.7568 -4.5907 3.8166
H -0.8838 -2.8820 2.2786
C 4.7841 -2.5970 -2.7465
C 4.4335 -2.4851 -1.2827
O 3.5921 -1.3282 -1.1169
P 2.8400 -1.0711 0.2767
O 1.9644 0.1462 0.0802
Te 1.3901 -2.8625 0.8728
O 4.0260 -0.8316 1.3024
C 4.7949 0.3947 1.2439
C 4.2218 1.4197 2.1958
H 5.4211 -3.4669 -2.9083
H 5.3181 -1.7091 -3.0859
H 3.8810 -2.7143 -3.3458
H 5.3246 -2.3625 -0.6634
H 3.8858 -3.3653 -0.9372
H 4.8127 0.7658 0.2164
H 5.8086 0.1116 1.5237
H 3.2051 1.6811 1.9068
H 4.8397 2.3193 2.1812
H 4.2031 1.0252 3.2110
S -0.4155 0.5070 4.5981
C -0.4424 -0.0442 3.0709
N -0.4680 -0.4531 1.9773
Br 0.1680 0.3485 -6.7500
C 0.1213 0.0153 -4.8984
C 1.2900 -0.0439 -4.1665
C 1.2079 -0.3018 -2.8085
N 0.0550 -0.5132 -2.1648
C -1.0688 -0.4173 -2.8913
C -1.0864 -0.1626 -4.2484
H 2.2562 0.1050 -4.6260
H 2.1060 -0.3329 -2.2201
H -2.0015 -0.5464 -2.3625
H -2.0281 -0.1056 -4.7738
C 0.3459 4.0608 0.8684
C -0.8811 3.9853 -0.0346
N -1.9411 3.1617 0.5365
C -2.9977 3.8803 1.2443
C -4.1260 4.3186 0.3214
C -1.8777 1.8135 0.4879
C -2.9477 1.0349 1.1861
N -0.9028 1.1956 -0.1126
H 1.1088 4.6984 0.4209
H 0.7760 3.0739 1.0440
H 0.0766 4.4765 1.8399
H -0.6223 3.6148 -1.0301
H -1.2976 4.9807 -0.1905
H -2.5349 4.7501 1.7146
H -3.3781 3.2660 2.0557
H -3.7511 4.9597 -0.4779
H -4.8795 4.8767 0.8779
H -4.6081 3.4549 -0.1380
H -2.8107 1.1297 2.2653
H -2.8589 -0.0132 0.9251
H -3.9406 1.3978 0.9228
H -0.1973 1.8216 -0.4820
*
```

Results
- LUMO level (spin up / spin down) (Ha) = 0.0019 / -0.0288
- relative energy (zero: lowest compared OMol25 entry of this formula, charge and spin) (kcal/mol) = 7.9


2.
Molecular formula: C22H33BrNPd
Method: DFT, wB97M-V/def2-TZVPD

Geometry as ORCA input:
```
! RIJCOSX wB97M-V def2-TZVPD def2/J DEFGRID3
* xyz 3 5
Pd -0.1618 -0.5092 -1.2528
C 0.6551 0.3745 0.9561
C -0.1516 1.3838 0.3143
C -1.5106 0.8226 0.2632
C -1.4368 -0.4710 0.9128
C -0.1215 -0.7416 1.3623
C 0.3549 -1.9015 2.1818
C 0.8116 -1.3299 3.5436
C 1.5534 -2.5592 1.4826
C -0.7597 -2.9239 2.3973
C -2.7981 1.2361 -0.4261
C -3.2612 2.6600 -0.0904
C -3.9416 0.2861 -0.0483
C -2.5306 1.0334 -1.9338
C 0.4424 2.7598 0.0648
C 0.0504 3.4219 -1.2579
C -0.0023 3.6262 1.2723
C 1.9728 2.6832 0.0875
H 1.6977 0.5094 1.2037
H -2.2894 -1.1018 1.1083
H 1.6519 -0.6433 3.4402
H 1.1333 -2.1567 4.1765
H -0.0038 -0.8162 4.0529
H 2.3565 -1.8455 1.2889
H 1.2465 -3.0300 0.5419
H 1.9594 -3.3425 2.1211
H -1.5999 -2.4982 2.9462
H -0.3793 -3.7579 2.9859
H -1.1332 -3.3308 1.4541
H -3.4162 2.7657 0.9836
H -4.2242 2.8242 -0.5761
H -2.5846 3.4401 -0.4230
H -4.1702 0.3201 1.0168
H -3.7479 -0.7498 -0.3349
H -4.8381 0.6028 -0.5814
H -1.8290 1.7376 -2.3657
H -3.4719 1.0738 -2.4867
H -2.1607 -0.0054 -2.1400
H -1.0058 3.6539 -1.3453
H 0.3516 2.8145 -2.1172
H 0.5930 4.3653 -1.3301
H 0.4752 4.6018 1.1752
H 0.3242 3.1897 2.2157
H -1.0768 3.7749 1.3063
H 2.3593 1.9724 -0.6495
H 2.3735 2.4343 1.0689
H 2.3708 3.6626 -0.1764
Br -0.4886 -2.8349 -2.5062
C 1.3353 -2.7268 -2.5156
C 2.1358 -3.7813 -3.0566
C 3.5067 -3.6250 -3.0318
C 4.0167 -2.4547 -2.4825
C 3.1235 -1.4517 -1.9518
N 1.8114 -1.5871 -1.9747
H 1.6572 -4.6598 -3.4707
H 4.1638 -4.3867 -3.4318
H 5.0824 -2.2667 -2.4412
H 3.5289 -0.5415 -1.5263
*
```

Results
- LUMO level (spin up / spin down) (Ha) = -0.4009 / -0.5478


3.
Molecular formula: C22H33Cl2ErN4O3
Method: DFT, wB97M-V/def2-TZVPD

Geometry as ORCA input:
```
! RIJCOSX wB97M-V def2-TZVPD def2/J DEFGRID3
* xyz 0 4
O -3.2068 1.3788 2.9879
C -4.1006 2.2043 2.9220
C -5.5588 1.8811 2.8169
C -5.9667 0.5374 2.7580
H -5.2149 -0.2538 2.7942
C -7.3241 0.2259 2.6548
H -7.6356 -0.8197 2.6065
C -8.2810 1.2527 2.6133
H -9.3410 1.0073 2.5290
C -7.8737 2.5947 2.6821
H -8.6168 3.3942 2.6537
C -6.5176 2.9039 2.7873
H -6.1782 3.9394 2.8480
H -3.8824 3.2979 2.9578
C -1.3780 1.3522 -2.7164
C 0.0042 0.8741 -2.6446
H -1.6592 1.8117 -3.6769
H -1.5624 2.0917 -1.9163
H -2.0730 0.5145 -2.5227
C 1.0797 1.0429 -3.3732
C 1.1535 1.7710 -4.7045
H 2.0673 0.6596 -3.0652
H 0.1580 2.1349 -5.0103
H 1.5503 1.1074 -5.4910
H 1.8444 2.6258 -4.6339
Er 0.1126 -0.4369 -0.5873
Cl -1.4876 -2.2038 -1.3673
Cl -1.1732 1.1551 0.8299
C 1.5911 -2.1150 -2.8284
O 1.8114 -1.5544 -1.7101
N 2.5349 -2.6542 -3.5838
C 3.9259 -2.7625 -3.1454
C 2.2057 -3.1941 -4.8982
H 0.5651 -2.1310 -3.2266
H 4.0548 -2.2934 -2.1678
H 4.5823 -2.2843 -3.8809
H 4.2231 -3.8169 -3.0974
H 1.1406 -3.0216 -5.0931
H 2.4156 -4.2708 -4.9342
H 2.8069 -2.6981 -5.6707
H 5.1858 2.1915 0.6881
H 4.2287 2.2595 3.1450
C 4.1903 2.5152 0.3631
C 3.2822 2.5810 2.6919
N 3.1798 2.0791 1.3266
H 3.9669 2.1091 -0.6254
C 2.1678 1.3013 0.9856
O 2.0274 0.7851 -0.1653
H 2.4416 2.1832 3.2724
H 1.4116 1.1026 1.7609
H 4.2169 3.6100 0.3222
H 3.2462 3.6779 2.6983
N 3.2474 -1.7210 0.9827
C 2.1933 -2.1293 1.7164
C 2.3423 -2.9317 2.8729
C 1.2121 -3.2543 3.6172
C -0.0383 -2.7890 3.1894
C -0.1153 -2.0186 2.0359
N 0.9727 -1.6897 1.3008
H 3.0730 -1.2824 0.0849
H 4.1737 -2.0678 1.1817
H 3.3431 -3.2642 3.1442
H 1.2883 -3.8583 4.5213
H -0.9590 -3.0084 3.7263
H -1.0743 -1.6291 1.6678
*
```

Results
- LUMO level (spin up / spin down) (Ha) = 0.0075 / 0.0075
- relative energy (zero: lowest compared OMol25 entry of this formula, charge and spin) (kcal/mol) = 0.0


4.
Molecular formula: C22H33F10N2O3S
Method: DFT, wB97M-V/def2-TZVPD

Geometry as ORCA input:
```
! RIJCOSX wB97M-V def2-TZVPD def2/J DEFGRID3
* xyz 1 1
C 0.7814 2.4832 3.5506
C 1.7390 3.2722 2.6717
N 1.2263 3.7190 1.3727
N 1.2120 2.7609 0.3520
C 0.0877 2.0373 0.0989
C -1.1787 2.2511 0.8846
C -1.7414 0.9978 1.5752
C -2.7891 1.3862 2.6350
C -4.2125 1.2497 2.1631
O -5.1070 1.0681 2.9197
O -4.3818 1.3814 0.8361
C -5.3557 0.4984 0.2584
C -6.7546 1.0848 0.2077
C 0.1163 1.1025 -0.9555
O -1.0386 0.4403 -1.2748
C 1.2787 0.8748 -1.6969
C 1.2511 -0.1705 -2.7663
C 2.0574 -1.4257 -2.3689
C 1.4083 -2.1978 -1.2159
C 0.2225 -3.0637 -1.6554
C 0.6298 -4.4626 -2.1001
F 1.8366 -4.8263 -1.6493
F 0.7288 -4.4503 -3.4621
C -0.4494 -5.5465 -1.7985
F -0.3056 -6.5535 -2.6476
F -1.6445 -4.9927 -2.0104
S -0.3851 -6.2707 -0.0482
F 0.9910 -6.9379 -0.4051
F 0.3568 -4.9647 0.4820
F -1.7677 -5.6002 0.3477
F -1.1648 -7.5499 -0.5395
F -0.2855 -6.8771 1.3919
C 2.4182 1.6487 -1.4058
C 3.6848 1.4438 -2.2025
C 2.3570 2.6207 -0.3791
C 3.5952 3.4658 -0.1065
C 4.5700 2.7957 0.8727
F 3.3067 4.7460 0.2885
H 1.3273 2.1612 4.4345
H -0.0682 3.0679 3.8899
H 0.4746 1.5742 3.0410
H 2.6068 2.6517 2.4774
H 2.1050 4.1601 3.1780
H 0.3491 4.2102 1.4176
H -1.9315 2.5796 0.1687
H -1.0572 3.0046 1.6483
H -0.9638 0.3816 2.0211
H -2.2627 0.3813 0.8558
H -2.7059 0.7233 3.4894
H -2.6490 2.4038 2.9937
H -5.0274 0.2843 -0.7538
H -5.3890 -0.4478 0.7950
H -7.2957 0.9020 1.1280
H -7.3032 0.6147 -0.6059
H -6.7222 2.1509 0.0072
H -0.9985 -0.4597 -0.9309
H 0.2369 -0.4881 -2.9703
H 1.6670 0.2364 -3.6841
H 2.1693 -2.0566 -3.2467
H 3.0542 -1.1373 -2.0489
H 1.0276 -1.4679 -0.4966
H 2.1647 -2.7614 -0.6820
H -0.5214 -3.1043 -0.8654
H -0.2551 -2.5944 -2.5106
H 4.1401 2.3748 -2.5118
H 3.5048 0.8661 -3.0972
H 4.3922 0.8755 -1.6016
H 4.1193 3.5684 -1.0449
H 4.3174 1.7550 1.0524
H 5.5647 2.7927 0.4365
H 4.6359 3.3584 1.7964
*
```

Results
- LUMO level (Ha) = -0.1348
- SMILES string = CCN[n+]1c(CCCC(=O)OCC)c(O)c(CCCCC(F)(F)C(F)(F)S(F)(F)(F)(F)F)c(C)c1[C@H](C)F


5.
Molecular formula: C22H33N3O3
Method: DFT, wB97M-V/def2-TZVPD

Geometry as ORCA input:
```
! RIJCOSX wB97M-V def2-TZVPD def2/J DEFGRID3
* xyz 0 1
C -3.9713 -0.6833 -2.1928
C -4.2494 -1.7924 -1.1810
C -3.2069 -2.9121 -1.2332
C -1.8584 -2.4397 -0.6931
C -0.8501 -3.5837 -0.6461
C -2.0506 -1.8359 0.6988
N -2.9989 -0.7359 0.6561
C -3.0849 -0.0338 1.9289
C -3.6099 1.4008 1.7504
C -2.5266 2.4611 1.9758
N -1.4332 2.3050 1.0478
C -1.3641 2.9997 -0.0984
O -2.0851 3.9378 -0.3749
C -0.2515 2.5438 -1.0485
C -0.1478 1.0121 -1.1680
C 0.8790 0.4525 -0.2024
O 0.5676 0.2035 0.9517
N 2.1383 0.2422 -0.6708
C 2.6867 0.8507 -1.8658
C 3.8683 1.7258 -1.4415
O 4.8931 0.9469 -0.8768
C 4.4714 -0.0564 -0.0496
C 5.4571 -0.7468 0.6475
C 5.1209 -1.7839 1.4931
C 3.7924 -2.1473 1.6437
C 2.8073 -1.4763 0.9468
C 3.1281 -0.4193 0.1016
C -4.3022 -1.2228 0.2376
H -3.1027 -0.1056 -1.8930
H -3.7971 -1.1000 -3.1825
H -4.8212 -0.0070 -2.2501
H -5.2302 -2.2265 -1.4086
H -3.0948 -3.2718 -2.2584
H -3.5567 -3.7495 -0.6232
H -1.4685 -1.6634 -1.3566
H -0.7125 -4.0113 -1.6368
H -1.1957 -4.3706 0.0213
H 0.1143 -3.2300 -0.2873
H -1.0960 -1.4505 1.0644
H -2.3868 -2.6302 1.3920
H -3.7271 -0.5869 2.6364
H -2.0830 -0.0024 2.3625
H -3.9852 1.5176 0.7333
H -4.4314 1.5956 2.4407
H -2.1352 2.3940 2.9950
H -2.9494 3.4561 1.8162
H -0.8367 1.4962 1.1835
H 0.6883 2.9728 -0.6901
H -0.4702 2.9889 -2.0201
H -1.1080 0.5719 -0.8857
H 0.0694 0.7124 -2.1928
H 1.9505 1.4656 -2.3754
H 3.0437 0.0661 -2.5433
H 4.3103 2.2374 -2.2993
H 3.5224 2.4749 -0.7146
H 6.4817 -0.4425 0.5060
H 5.8945 -2.3080 2.0324
H 3.5210 -2.9603 2.2987
H 1.7760 -1.7653 1.0601
H -5.0124 -0.3940 0.2703
H -4.6668 -2.0061 0.9307
*
```

Results
- LUMO level (Ha) = 0.0219
- SMILES string = C[C@H]1C[C@H](C)CN(CCCNC(=O)CCC(=O)N2CCOc3ccccc32)C1
- relative energy (zero: lowest compared OMol25 entry of this formula, charge and spin) (kcal/mol) = 7.5


6.
Molecular formula: C22H33N3O4
Method: DFT, wB97M-V/def2-TZVPD

Geometry as ORCA input:
```
! RIJCOSX wB97M-V def2-TZVPD def2/J DEFGRID3
* xyz 0 1
C -0.3141 3.2911 1.9540
O -1.4737 3.1737 1.1545
C -2.1359 1.9902 1.1499
C -3.2360 1.9107 0.2908
C -3.9709 0.7482 0.2103
C -3.6256 -0.3549 0.9769
C -2.5416 -0.2833 1.8371
C -2.1235 -1.4691 2.6677
N -0.7342 -1.7996 2.3905
C -0.1264 -2.7087 3.3304
C -0.6678 -4.1362 3.1887
N -0.5559 -4.5342 1.8043
C -0.4771 -3.7050 0.7484
O -0.3710 -4.1318 -0.3886
C -0.5021 -2.1998 1.0161
C 0.8161 -1.5958 0.4789
C 0.6377 -0.1818 -0.0423
O 1.1170 0.7642 0.5659
N -0.0472 -0.0154 -1.1919
C -0.6604 -1.0590 -1.9792
C -0.2781 1.3311 -1.6833
C 0.5516 1.6813 -2.9226
C 2.0608 1.5188 -2.7233
C 2.6262 2.5070 -1.7009
C 4.1457 2.3623 -1.6259
O 4.7674 2.5505 -2.8783
C 4.3094 1.6173 -3.8259
C 2.8002 1.7230 -4.0490
C -1.7991 0.8876 1.9242
H 0.0834 4.2832 1.7465
H 0.4272 2.5330 1.6886
H -0.5582 3.2144 3.0182
H -3.4889 2.7764 -0.3009
H -4.8175 0.6942 -0.4584
H -4.2023 -1.2661 0.9045
H -2.8108 -2.3107 2.4764
H -2.1904 -1.2102 3.7291
H 0.9506 -2.7181 3.1404
H -0.2942 -2.3431 4.3451
H -1.7158 -4.1783 3.5141
H -0.0914 -4.8277 3.8093
H -0.5654 -5.5216 1.5877
H -1.3278 -1.8043 0.4169
H 1.2234 -2.2390 -0.3024
H 1.5378 -1.5380 1.2944
H -0.3652 -0.9453 -3.0238
H -1.7507 -0.9736 -1.9231
H -0.3721 -2.0532 -1.6532
H -0.0359 2.0192 -0.8742
H -1.3427 1.4330 -1.9185
H 0.2399 1.0556 -3.7627
H 0.3301 2.7169 -3.1877
H 2.2601 0.5011 -2.3666
H 2.2107 2.3126 -0.7132
H 2.3764 3.5265 -2.0019
H 4.5764 3.1179 -0.9659
H 4.3972 1.3638 -1.2337
H 4.8566 1.8330 -4.7466
H 4.5598 0.5956 -3.4947
H 2.4904 0.9786 -4.7851
H 2.5697 2.7154 -4.4419
H -0.9480 0.9044 2.5839
*
```

Results
- LUMO level (Ha) = 0.0230
- SMILES string = COc1cccc(CN2CCNC(=O)[C@@H]2CC(=O)N(C)CCC2CCOCC2)c1
- relative energy (zero: lowest compared OMol25 entry of this formula, charge and spin) (kcal/mol) = 25.7


7.
Molecular formula: C22H33N5Y
Method: DFT, wB97M-V/def2-TZVPD

Geometry as ORCA input:
```
! RIJCOSX wB97M-V def2-TZVPD def2/J DEFGRID3
* xyz 3 1
Y -0.0635 -0.7812 -1.1623
C -2.2424 -2.8699 -1.5535
N -2.2211 -1.6237 -0.7371
C -3.2988 -0.7097 -1.1883
C -2.2896 -1.9343 0.7054
C -3.4104 -2.5546 1.2316
C -3.4202 -2.9528 2.5596
C -2.2894 -2.7513 3.3370
C -1.1669 -2.1209 2.8140
C -1.1646 -1.6803 1.4979
N -0.0621 -1.0222 0.8564
C 1.2192 -0.7849 1.4351
C 1.4121 -0.2370 2.7035
C 2.6950 -0.0286 3.1834
C 3.8021 -0.3378 2.4023
C 3.6301 -0.8403 1.1232
C 2.3443 -1.0495 0.6369
N 2.1150 -1.5925 -0.7108
C 3.1408 -1.1788 -1.7003
C 1.9934 -3.0763 -0.7003
H -3.1920 -3.3953 -1.4421
H -1.4530 -3.5454 -1.2137
H -2.1181 -2.6327 -2.6166
H -4.2726 -1.1979 -1.1251
H -3.1423 -0.4278 -2.2347
H -3.3210 0.1735 -0.5502
H -4.2725 -2.7474 0.6037
H -4.2936 -3.4368 2.9732
H -2.2731 -3.0887 4.3645
H -0.2967 -1.9910 3.4405
H 0.5576 0.0094 3.3199
H 2.8357 0.3719 4.1784
H 4.8004 -0.1918 2.7913
H 4.4940 -1.0754 0.5155
H 4.0452 -1.7833 -1.6127
H 3.4075 -0.1338 -1.5543
H 2.7615 -1.3326 -2.7146
H 2.9327 -3.5346 -0.3850
H 1.7636 -3.4324 -1.7084
H 1.2108 -3.3746 -0.0004
C -0.6061 3.7241 0.3266
C -0.6244 2.1918 0.1552
N -0.0787 1.7974 -1.1769
C -0.8898 2.4332 -2.2475
C -0.8683 3.9717 -2.1214
N -0.0167 4.3156 -0.9277
C 1.3908 3.8190 -1.1271
C 1.3244 2.2840 -1.2716
H 0.0211 4.0497 1.1537
H -1.5986 4.1540 0.4437
H -1.6426 1.8125 0.2370
H -0.0261 1.7052 0.9245
H -1.9131 2.0664 -2.1698
H -0.4887 2.1348 -3.2160
H -1.8532 4.3973 -1.9421
H -0.4213 4.4630 -2.9828
H 0.0079 5.3325 -0.8283
H 1.9663 4.1384 -0.2610
H 1.7798 4.3140 -2.0143
H 1.9051 1.8047 -0.4807
H 1.7353 1.9837 -2.2363
*
```

Results
- LUMO level (Ha) = -0.3405